ORCA calculation (ωB97M-V/def2-TZVPD) on a structure of composition C43H42AsN2SiV.

Results
electronic energy	-142654.454	eV
LUMO energy (spin up / spin down)	0.0083 / 0.0089	Eh
orbital gap (spin up / spin down)	7.309 / 7.795	eV
energy above the lowest of the compared OMol25 structures with the same formula, charge and spin	0.00	kcal per mole
HOMO level (spin up / spin down)	-7.08 / -7.55	eV
multiplicity	3

CARTESIAN COORDINATES (ANGSTROEM)
V1 0.172 0.446 -0.494
C1 2.331 0.322 -0.753
Si1 3.043 -0.031 0.882
C2 1.833 -1.257 1.689
N1 0.419 -0.798 1.599
C3 -0.469 -2.003 1.773
C4 -1.171 -2.014 3.078
C5 -2.056 -0.785 3.327
C6 -1.357 0.429 2.654
C7 0.120 0.196 2.678
C8 3.060 1.632 1.945
C9 3.437 1.686 3.315
C10 3.418 2.855 4.085
C11 2.969 4.024 3.497
C12 2.457 4.014 2.177
C13 2.485 2.823 1.423
C14 4.698 -0.879 1.079
C15 5.013 -1.426 2.320
C16 6.230 -2.046 2.499
C17 7.161 -2.144 1.492
C18 6.852 -1.587 0.235
C19 5.592 -0.987 0.019
H1 2.298 -0.613 -1.405
H2 2.613 1.238 -1.352
H3 2.150 -1.487 2.744
H4 2.033 -2.213 1.213
H5 0.223 -2.845 1.687
H6 -1.181 -2.188 1.002
H7 -0.440 -1.993 3.901
H8 -1.687 -2.936 3.201
H9 -2.161 -0.723 4.423
H10 -3.033 -0.896 2.883
H11 -1.585 1.355 3.157
H12 -1.617 0.565 1.603
H13 0.575 -0.085 3.668
H14 0.705 1.082 2.397
H15 3.769 0.823 3.867
H16 3.716 2.767 5.110
H17 3.049 4.944 4.090
H18 2.071 4.943 1.749
H19 2.102 2.847 0.395
H20 4.349 -1.314 3.201
H21 6.561 -2.384 3.438
H22 8.170 -2.500 1.685
H23 7.521 -1.801 -0.535
H24 5.391 -0.460 -0.897
C20 -5.361 -1.518 0.559
C21 -5.077 -2.463 -0.438
C22 -3.921 -2.242 -1.189
C23 -3.154 -1.105 -0.988
C24 -3.579 -0.103 -0.142
C25 -4.646 -0.329 0.711
As1 -1.483 -0.787 -1.854
C26 -1.080 -2.451 -2.639
C27 -0.782 -3.572 -1.895
C28 -0.368 -4.718 -2.558
C29 -0.441 -4.689 -3.943
C30 -0.843 -3.613 -4.672
C31 -1.153 -2.412 -4.030
C32 -1.676 -1.172 -4.662
C33 -1.852 -0.813 -5.973
C34 -2.344 0.423 -6.322
C35 -2.740 1.295 -5.381
C36 -2.582 1.015 -3.985
C37 -1.975 -0.181 -3.674
H25 -6.165 -1.767 1.223
H26 -5.706 -3.320 -0.588
H27 -3.578 -3.010 -1.915
H28 -3.005 0.777 0.005
H29 -4.896 0.360 1.503
H30 -0.798 -3.586 -0.842
H31 0.027 -5.562 -2.079
H32 -0.091 -5.573 -4.477
H33 -0.731 -3.588 -5.739
H34 -1.674 -1.562 -6.754
H35 -2.481 0.619 -7.374
H36 -3.305 2.239 -5.599
H37 -2.760 1.732 -3.243
N2 -0.764 1.851 -0.547
C38 -1.281 3.138 -0.392
C39 -2.404 3.351 0.375
C40 -3.014 4.599 0.480
C41 -2.393 5.717 -0.109
C42 -1.177 5.573 -0.811
C43 -0.736 4.266 -1.058
H38 -2.724 2.578 1.009
H39 -3.923 4.797 1.069
H40 -2.834 6.732 0.086
H41 -0.568 6.408 -1.247
H42 0.209 4.074 -1.643